C39H53IrN9O5PS2 | ωB97M-V/def2-TZVPD

The value obtained for the total energy is -3628.709851 hartree. The frontier orbital gap (spin up / spin down) is 6.708 / 5.069 eV. As for the net charge: +1. Its expectation value of S² is 8.781. The spin multiplicity is 6. The molecular weight comes out at 1015.24 g/mol.

Geometry (Å):
Ir  -0.7127  -0.2778  0.1241
O  0.3762  -3.9831  -3.8105
C  -0.4430  -3.2232  -4.5563
C  -0.3965  -3.3469  -5.9457
C  -1.2537  -2.6168  -6.7426
C  -2.1740  -1.7412  -6.1801
C  -2.1818  -1.5572  -4.8152
C  -1.3131  -2.2749  -3.9932
C  -1.2793  -1.9401  -2.5608
O  -1.6421  -0.8052  -2.1730
N  -0.8183  -2.8804  -1.7188
N  -0.9464  -2.5407  -0.4453
C  -0.8664  -3.3967  0.5239
C  -1.1286  -2.9379  1.8518
C  -1.1373  -3.8104  2.9504
C  -1.3811  -3.3054  4.2078
C  -1.6103  -1.9396  4.3527
C  -1.5801  -1.1384  3.2266
N  -1.3522  -1.6171  2.0144
H  0.1234  -3.8735  -2.8660
H  0.3083  -4.0419  -6.3726
H  -1.2138  -2.7355  -7.8140
H  -2.8741  -1.2081  -6.8041
H  -2.8551  -0.8540  -4.3475
H  -0.6264  -4.4409  0.3430
H  -0.9541  -4.8589  2.7848
H  -1.3850  -3.9538  5.0687
H  -1.8069  -1.5080  5.3196
H  -1.7336  -0.0716  3.3019
O  -5.1006  3.2324  1.1662
C  -4.1154  3.7881  1.8713
C  -4.4135  4.9680  2.5640
C  -3.4550  5.6185  3.3048
C  -2.1597  5.1101  3.3775
C  -1.8549  3.9439  2.7139
C  -2.8108  3.2579  1.9572
C  -2.4122  2.0057  1.3030
O  -1.2895  1.4959  1.5257
N  -3.3373  1.3987  0.5496
N  -3.0226  0.1780  0.1055
C  -3.9824  -0.3898  -0.5527
S  -3.9792  -2.0481  -1.0311
C  -5.7575  -2.0878  -1.4846
C  -6.1359  -0.7295  -2.0233
S  -5.4338  0.5350  -0.9099
H  -4.7531  2.4423  0.6983
H  -5.4198  5.3475  2.4806
H  -3.7062  6.5307  3.8233
H  -1.4002  5.6346  3.9389
H  -0.8563  3.5430  2.7499
H  -6.3285  -2.3397  -0.5900
H  -5.8860  -2.8698  -2.2303
H  -7.2138  -0.5800  -2.0402
H  -5.7232  -0.5529  -3.0179
C  0.7816  2.2077  -5.0628
N  0.2609  2.1194  -3.7244
C  -0.3661  3.2148  -3.0381
C  -0.6559  2.5886  -1.6621
O  -1.2268  3.1337  -0.7549
N  -0.1292  1.3237  -1.6684
C  0.3626  1.0830  -2.8797
N  0.9797  -0.0493  -3.2344
H  0.4377  3.1414  -5.5025
H  0.4220  1.3808  -5.6784
H  1.8754  2.2054  -5.0627
H  -1.2820  3.5435  -3.5342
H  0.3015  4.0743  -2.9216
H  0.8643  -0.8419  -2.6252
H  1.1511  -0.2384  -4.2073
C  2.2146  -2.7441  2.4591
C  3.3154  -1.9027  1.8165
C  3.6873  -2.5969  0.5083
C  4.5456  -1.8414  2.7125
P  2.5921  -0.1624  1.3739
N  1.1830  -0.3889  0.7052
C  2.4758  0.9456  2.9529
C  3.8068  1.5134  3.4303
C  1.8573  0.0867  4.0557
C  1.5109  2.0934  2.6712
C  3.6956  0.6903  0.0431
C  3.1689  2.1187  -0.0875
C  3.4309  -0.0177  -1.2845
C  5.1898  0.7075  0.3346
H  2.5475  -3.7802  2.5137
H  1.3218  -2.7046  1.8401
H  1.9616  -2.4275  3.4649
H  3.8967  -3.6470  0.7077
H  4.5819  -2.1712  0.0672
H  2.8638  -2.5497  -0.1995
H  4.9794  -2.8386  2.7856
H  4.2997  -1.5225  3.7206
H  5.3045  -1.1808  2.3047
H  4.5448  0.7398  3.6137
H  3.6390  2.0398  4.3699
H  4.2103  2.2363  2.7268
H  2.5593  -0.6519  4.4328
H  0.9545  -0.4031  3.6920
H  1.5765  0.7210  4.8970
H  1.9758  2.9064  2.1258
H  1.1616  2.4966  3.6209
H  0.6513  1.7396  2.1114
H  2.0829  2.1180  -0.1668
H  3.5791  2.5752  -0.9876
H  3.4732  2.7358  0.7510
H  2.3900  -0.3214  -1.3165
H  4.0661  -0.8828  -1.4351
H  3.6134  0.6674  -2.1094
H  5.4174  1.1649  1.2918
H  5.6880  1.2907  -0.4402
H  5.6152  -0.2921  0.3091

C39H53N8Ti | ωB97M-V/def2-TZVPD

The value obtained for the total energy is -2805.353683 hartree. The frontier orbital gap (spin up / spin down) is 6.564 / 6.735 eV. Its expectation value of S² is 0.756. The value obtained for the energy above the lowest of the compared OMol25 structures with the same formula, charge and spin is 294.8 kJ/mol. The spin multiplicity is 2. The molecular weight comes out at 681.78 g/mol.

Geometry (Å):
Ti  -0.5810  -0.4011  -0.3329
C  -1.0505  2.3727  0.9497
C  -1.2637  2.5806  2.2826
C  -2.3091  1.6736  2.7318
C  -2.7363  0.9549  1.6559
C  -1.9540  1.3053  0.4635
C  -2.9111  1.8201  -0.6288
C  -3.9336  0.0509  1.6353
C  -2.9162  1.6599  4.1114
C  -0.6539  3.6644  3.1321
C  -0.1688  3.2286  0.0838
H  -3.4557  2.6986  -0.2499
H  -3.6395  1.0629  -0.9078
H  -2.3816  2.1271  -1.5261
H  -4.8514  0.6368  1.4800
H  -4.0542  -0.4832  2.5836
H  -3.8735  -0.6823  0.8329
H  -3.8757  2.1875  4.1278
H  -2.2706  2.1473  4.8462
H  -3.1168  0.6449  4.4637
H  -0.4036  3.3171  4.1394
H  -1.3538  4.4988  3.2567
H  0.2568  4.0710  2.6835
H  -0.4088  3.0941  -0.9716
H  0.8988  3.0050  0.2093
H  -0.2955  4.2912  0.3119
N  -0.6900  -1.0896  1.7120
C  -1.4223  -2.1696  2.2891
C  -1.8703  -2.0075  3.5931
C  -2.5440  -3.0181  4.2495
C  -2.7197  -4.2299  3.5946
C  -2.2480  -4.3892  2.3016
C  -1.6162  -3.3608  1.5866
C  -1.1401  -3.5611  0.1763
C  -1.4763  -4.7560  -0.4635
C  -1.0446  -5.0536  -1.7459
C  -0.2046  -4.1656  -2.3944
C  0.0957  -2.9612  -1.7790
C  -0.4071  -2.5705  -0.5220
H  0.2659  -1.3861  1.5628
H  -0.6870  -0.2946  2.3426
H  -1.6882  -1.0576  4.0898
H  -2.9099  -2.8694  5.2585
H  -3.2136  -5.0580  4.0906
H  -2.3701  -5.3600  1.8417
H  -2.1214  -5.4757  0.0224
H  -1.3643  -5.9723  -2.2273
H  0.1868  -4.3949  -3.3811
H  0.7342  -2.2926  -2.3322
C  2.3730  -1.0816  3.2900
N  1.9989  -0.0843  2.2951
C  1.9147  1.2616  2.8405
C  2.5707  -0.2562  1.0393
N  1.8289  -0.2017  0.0062
C  2.3348  -0.3513  -1.3484
C  3.6064  -0.8149  -1.7245
C  3.9604  -1.0559  -3.0391
C  3.0318  -0.8710  -4.0448
C  1.7924  -0.3833  -3.7058
C  1.4417  -0.0629  -2.3890
N  0.1557  0.5105  -2.1787
C  -0.1265  1.4867  -3.0336
N  0.7967  2.3947  -3.4566
C  0.8827  2.7379  -4.8691
C  2.0022  2.6793  -2.6943
N  -1.3700  1.6536  -3.4950
C  -1.8959  2.9484  -3.8920
C  -2.2028  0.5038  -3.8587
N  3.9458  -0.5046  1.0017
C  4.7643  0.4102  1.7928
C  4.3809  -1.8980  1.0469
H  1.5944  -1.1039  4.0532
H  3.3266  -0.8686  3.7881
H  2.4191  -2.0738  2.8424
H  1.6974  1.9731  2.0503
H  1.0990  1.3008  3.5553
H  2.8402  1.5507  3.3561
H  4.3439  -0.9934  -0.9731
H  4.9551  -1.4209  -3.2652
H  3.2621  -1.1231  -5.0723
H  1.0353  -0.2566  -4.4696
H  0.0592  2.2912  -5.4224
H  1.8211  2.3473  -5.2776
H  0.8622  3.8206  -5.0191
H  1.8345  2.4816  -1.6420
H  2.2440  3.7374  -2.8150
H  2.8549  2.0835  -3.0380
H  -1.2411  3.7477  -3.5536
H  -2.8762  3.0785  -3.4309
H  -2.0184  3.0190  -4.9780
H  -2.2300  0.4101  -4.9498
H  -3.2172  0.6435  -3.4895
H  -1.8226  -0.4025  -3.4181
H  4.4314  1.4368  1.6501
H  5.7905  0.3370  1.4336
H  4.7676  0.1848  2.8642
H  3.6790  -2.5306  0.5032
H  4.4699  -2.2696  2.0701
H  5.3597  -1.9861  0.5708
N  -3.3903  -1.4133  -1.5957
C  -2.3797  -1.0556  -1.1403

C39H54As2HgNO13PS4 | ωB97M-V/def2-TZVPD

The value obtained for the total energy is -9110.475282 hartree. The frontier orbital gap (spin up / spin down) is 6.084 / 6.692 eV. As for the net charge: -1. Its expectation value of S² is 0.757. The value obtained for the energy above the lowest of the compared OMol25 structures with the same formula, charge and spin is 0.0 kJ/mol. The spin multiplicity is 2. The molecular weight comes out at 1254.53 g/mol.

Geometry (Å):
Hg  0.3331  -1.4135  -0.0406
C  -1.7037  3.8014  0.0838
C  -0.8912  3.5322  -1.1770
S  -0.0219  1.9370  -1.2171
C  -0.5068  1.3084  -2.8393
C  -1.9943  1.1178  -3.1226
S  -2.9036  0.1523  -1.8849
C  -4.3120  1.2448  -1.5556
C  -4.0177  2.6470  -1.0290
S  -3.0336  2.6419  0.4896
H  -2.1170  4.8105  0.0182
H  -1.0498  3.7713  0.9588
H  -0.1360  4.3181  -1.2414
H  -1.5104  3.6028  -2.0712
H  -0.0107  0.3435  -2.9109
H  -0.0888  1.9522  -3.6185
H  -2.0828  0.6100  -4.0842
H  -2.4970  2.0806  -3.2165
H  -4.9008  0.6936  -0.8175
H  -4.9308  1.3225  -2.4541
H  -4.9694  3.1520  -0.8468
H  -3.4950  3.2358  -1.7811
O  2.4464  -2.2861  1.1216
N  3.5130  -1.6980  0.6542
C  4.6251  -1.7349  1.4251
C  5.8075  -1.1807  1.0234
C  5.8590  -0.5243  -0.2037
C  4.7179  -0.4591  -0.9628
C  3.5188  -1.0540  -0.5476
S  2.1372  -0.9856  -1.5815
H  4.4742  -2.2334  2.3689
H  6.6625  -1.2499  1.6771
H  6.7729  -0.0588  -0.5476
H  4.7026  0.0592  -1.9110
C  -3.4642  -2.4986  0.4513
C  -2.4562  -2.9449  1.5043
P  -1.1401  -1.7320  1.8349
C  -0.1311  -2.4743  3.1630
C  -0.8703  -3.1760  4.3004
C  -1.9186  -0.1933  2.3866
C  -2.7010  -0.2178  3.6941
H  -4.2177  -3.2743  0.3071
H  -2.9720  -2.3214  -0.5017
H  -3.9806  -1.5844  0.7517
H  -1.9467  -3.8544  1.1780
H  -2.9560  -3.1557  2.4535
H  0.5108  -1.6776  3.5398
H  0.5467  -3.1651  2.6574
H  -1.5076  -2.4963  4.8644
H  -0.1440  -3.6025  4.9938
H  -1.4893  -3.9956  3.9349
H  -2.5491  0.1093  1.5451
H  -1.1395  0.5748  2.4253
H  -3.4386  -1.0233  3.7273
H  -3.2268  0.7300  3.8127
H  -2.0337  -0.3258  4.5495
O  -0.7863  -2.0112  -2.7095
C  -0.8151  -3.1715  -2.2605
O  -0.5966  -3.4955  -1.0591
C  -1.1477  -4.3007  -3.2148
C  -1.4561  -4.0169  -4.5370
C  -1.7801  -5.0261  -5.4481
C  -1.7777  -6.3113  -4.9672
O  -2.0533  -7.4746  -5.6481
C  -1.9333  -8.5247  -4.6919
O  -1.5397  -7.9615  -3.4481
C  -1.4703  -6.5984  -3.6517
C  -1.1501  -5.6216  -2.7474
H  -1.4375  -2.9803  -4.8440
H  -2.0208  -4.8120  -6.4804
H  -1.1719  -9.2330  -5.0283
H  -2.9015  -9.0211  -4.5778
H  -0.9033  -5.8294  -1.7163
C  3.5687  3.2584  -1.1894
O  3.2442  2.8102  0.1164
C  2.3336  3.5813  0.7915
O  2.0001  4.6741  0.3571
C  1.8100  2.9182  1.9629
C  1.3458  3.6802  3.0665
As  2.7856  4.8571  3.5708
C  2.5747  5.1362  5.5168
C  4.1284  3.3766  3.8204
C  4.1332  2.1304  3.3391
As  2.6359  1.2111  2.3282
C  1.7957  0.6751  4.0298
C  5.2823  1.2325  3.6251
O  5.1963  0.1413  4.1355
O  6.4559  1.7488  3.1990
C  7.6150  1.0642  3.6651
C  5.2700  3.8139  4.6754
O  5.7525  3.1985  5.5962
O  5.6845  5.0560  4.3489
C  6.7267  5.5766  5.1691
C  0.2031  3.2658  3.8101
O  -0.6013  2.3964  3.4769
O  -0.0117  3.9731  4.9696
C  -1.1976  3.6211  5.6621
H  4.2768  2.5329  -1.5853
H  4.0162  4.2522  -1.1632
H  2.6755  3.2842  -1.8159
H  1.7962  5.8784  5.6805
H  3.5202  5.5233  5.9003
H  2.3086  4.2190  6.0350
H  1.7859  1.4965  4.7435
H  2.4098  -0.1368  4.4230
H  0.7749  0.3415  3.8592
H  8.4640  1.6134  3.2661
H  7.6316  0.0347  3.3132
H  7.6359  1.0691  4.7551
H  6.9053  6.5876  4.8140
H  7.6291  4.9733  5.0712
H  6.4250  5.5852  6.2163
H  -1.2363  4.2695  6.5357
H  -1.1794  2.5753  5.9730
H  -2.0788  3.7760  5.0379

- What is the formula in the third record?
  C39H54As2HgNO13PS4

- The lowest molecular weight belongs to which entry?
  C39H53N8Ti

- What is the formula in the second record?
  C39H53N8Ti